Below is C36H71AsGe2N5OPdSSi3 as an isolated structure, with properties calculated with ωB97M-V/def2-TZVPD.

Properties
lowest unoccupied orbital energy (alpha / beta)	-7.1710 / -6.9863	eV
spin multiplicity	2
charge	+2
energy	-9547.09185	hartree
frontier orbital gap (alpha / beta)	5.68 / 5.96	eV

XYZ file:
```
121
Properties=species:S:1:pos:R:3:forces:R:3:lowdin_charge:R:1
Pd 0.29722 0.19211 -0.16163 -1.06 1.68 0.28 0.450
As 2.75172 0.44081 0.17367 1.64 -0.40 0.15 0.803
Ge -1.49968 -1.53309 0.07277 -2.28 -1.65 0.10 0.957
Ge -3.69708 -1.34719 1.52487 -0.46 0.56 0.42 0.786
S -0.79248 0.15661 3.10497 -0.15 0.42 1.78 0.810
Si 4.23042 2.39741 0.20187 0.28 0.44 -0.06 0.404
Si 3.38702 -0.97139 -1.68433 0.46 -0.51 -0.51 0.365
Si 3.38472 -0.86319 2.13377 0.17 -0.35 0.31 0.414
O 0.40102 0.48181 2.25577 0.55 -0.09 -1.26 -0.688
N -0.20868 0.72931 -4.63513 -0.09 0.04 -0.44 -0.170
N -0.46258 3.17611 1.00327 0.35 -0.22 0.00 0.056
N -1.43688 1.75391 -0.47083 0.42 -1.08 -0.07 0.006
N 0.68412 0.77691 -2.35703 -0.29 -0.51 0.36 0.135
N -2.38098 3.88051 -0.12173 0.13 -0.13 -0.02 -0.031
C 5.18152 -1.53199 2.13617 -0.69 0.39 -0.15 -0.189
C -3.63138 -1.20459 3.52467 0.12 -0.17 -0.68 -0.252
C -0.61808 1.94431 -5.30623 -0.26 0.52 -0.20 -0.016
C 3.53672 -0.00689 -3.32943 -0.13 -0.05 0.73 -0.211
C -0.40708 -5.86279 1.84627 -0.02 0.03 0.08 -0.051
C -2.45888 1.42761 -1.43493 -0.23 0.01 -0.24 -0.260
C 5.01232 -1.95819 -1.52113 -0.69 0.52 0.25 -0.204
C -3.45158 3.65701 -1.07713 -0.14 -0.22 -0.36 -0.133
C -3.68038 -1.84229 -1.91933 -0.04 0.22 0.42 -0.147
C -1.11578 -3.59669 2.14097 -0.18 0.41 0.06 -0.165
C -2.31848 -2.02759 -1.70773 0.81 0.64 0.15 -0.334
C -1.10538 1.71031 4.02677 -0.12 -0.51 -0.38 -0.193
C 2.14992 -2.31579 1.96937 0.30 0.72 -0.01 -0.224
C -4.85408 0.24291 1.10967 0.51 -0.58 -0.05 -0.235
C -0.86608 -4.84829 2.67097 -0.08 -0.08 0.07 -0.061
C -0.15358 -0.79259 4.53607 -0.33 0.23 -0.46 -0.197
C 3.72452 3.50381 1.68277 0.10 -0.64 -0.60 -0.193
C -1.43998 2.93381 0.08757 0.13 -0.30 0.43 -0.369
C -1.58418 -2.60349 -2.73953 0.24 -0.07 0.09 -0.145
C 5.98992 1.67951 0.39717 -0.82 0.18 -0.05 -0.194
C -0.97658 -3.33979 0.77987 0.65 0.81 -0.26 -0.353
C -0.21648 -5.61239 0.49777 -0.07 -0.11 -0.13 -0.055
C -1.50598 5.19891 1.75977 0.09 0.00 -0.27 -0.142
C 0.23472 0.74351 -3.42653 0.30 0.04 0.61 -0.263
C -0.17768 4.50701 1.48177 -0.09 0.40 0.15 -0.186
C 4.05852 3.35481 -1.44153 -0.09 -0.57 0.64 -0.205
C -0.51358 -4.36919 -0.03273 0.05 0.06 -0.23 -0.104
C -2.98658 2.67211 -2.13883 -0.06 -0.17 0.32 -0.135
C -4.29698 -2.26309 -3.08243 -0.13 -0.05 -0.03 -0.056
C 1.96892 -2.25589 -1.72393 0.22 0.54 0.19 -0.234
C 3.17972 0.19741 3.71457 -0.08 -0.21 -0.73 -0.206
C -4.67768 -3.05469 1.18597 0.55 0.39 -0.10 -0.202
C -2.19888 -3.06629 -3.89033 0.06 -0.03 -0.09 -0.084
C -2.33058 5.20251 0.48047 0.17 0.32 0.28 -0.137
C -3.56108 -2.89769 -4.06753 0.02 -0.02 -0.04 -0.059
C -0.39288 -0.50669 -5.36423 0.01 -0.47 -0.35 -0.014
H 2.65952 3.72131 1.66147 -0.16 0.02 -0.04 -0.006
H 5.04982 -2.59279 -0.64183 -0.04 -0.09 0.13 0.015
H 2.00902 -2.88319 2.88377 0.07 -0.06 0.27 0.037
H -0.40838 -4.21409 -1.09563 0.09 -0.03 -0.06 0.083
H -3.27998 0.91031 -0.92603 -0.08 -0.01 -0.15 0.075
H 2.32452 0.86111 3.63387 -0.08 0.04 0.00 -0.007
H -5.35498 -2.09949 -3.21573 -0.13 -0.02 0.00 0.115
H -1.45818 2.43921 3.30537 -0.03 0.01 -0.15 0.027
H 4.37472 2.74171 -2.27993 0.05 -0.14 -0.12 0.012
H -2.04288 0.72221 -2.16123 -0.09 0.09 0.06 0.077
H -0.18098 2.05231 4.47797 0.22 -0.08 0.04 0.067
H -4.04348 -3.25239 -4.96513 -0.05 -0.03 -0.09 0.115
H 4.68322 4.24381 -1.43813 0.15 0.12 0.16 0.036
H 0.41412 4.43271 2.39617 0.01 -0.01 -0.08 0.119
H -0.13838 2.00331 -6.28393 0.04 -0.03 0.04 0.102
H 3.07642 0.97441 -3.28513 -0.04 0.10 0.01 -0.010
H 0.23052 -1.74359 4.18407 -0.01 -0.10 -0.18 0.041
H -1.34318 6.22171 2.09327 -0.01 0.02 0.02 0.126
H -5.73928 -2.86119 1.30937 -0.14 0.14 0.05 0.032
H 4.58072 0.11781 -3.59763 0.23 0.00 0.03 0.033
H 3.94972 3.02591 2.63177 0.02 -0.14 0.12 0.016
H -4.51358 -3.47229 0.19827 0.06 0.00 -0.09 0.012
H 6.07872 0.73291 -0.12943 0.02 -0.11 -0.10 0.004
H -0.02158 -1.34809 -4.78753 0.01 0.02 0.05 0.081
H -1.45378 -2.79929 2.79037 -0.02 -0.01 0.12 0.047
H 0.62732 -0.25409 5.05877 0.09 0.25 -0.07 0.054
H -4.27978 -1.37029 -1.15413 -0.11 0.09 -0.02 0.054
H -0.99708 -0.95869 5.19687 -0.16 -0.06 0.13 0.061
H -3.03508 -1.97349 4.00297 0.11 -0.11 0.06 0.007
H -1.60798 -3.55559 -4.65163 0.03 -0.03 -0.08 0.114
H -4.36708 -3.78489 1.92627 0.08 -0.08 0.11 0.023
H -2.18848 3.12591 -2.72923 0.02 0.03 -0.06 0.112
H 0.28102 2.47771 1.01097 -0.35 0.35 0.09 0.079
H -0.33208 2.81981 -4.72583 -0.02 -0.08 0.01 0.099
H 4.25192 4.45441 1.66397 0.15 0.09 -0.14 0.039
H -1.86338 1.54781 4.78597 -0.08 -0.11 0.10 0.063
H -3.31158 -0.22509 3.86347 -0.05 0.12 0.00 -0.016
H -1.04208 -5.04049 3.71917 0.04 0.01 0.10 0.114
H 5.87342 -1.29999 -1.51113 0.22 0.15 0.04 0.022
H 5.64812 -1.53859 1.15827 0.03 -0.01 -0.17 -0.005
H -5.28508 0.22021 0.11387 -0.02 0.01 -0.14 0.010
H 4.06212 0.80391 3.89707 0.21 0.04 -0.07 0.025
H 5.11182 -2.59949 -2.39013 -0.07 -0.13 -0.28 0.039
H -3.35648 5.51491 0.69627 0.09 -0.04 -0.06 0.134
H -1.70008 1.93651 -5.45183 0.00 0.08 0.00 0.100
H 1.82062 -2.67739 -2.71463 0.04 0.02 -0.25 0.037
H -1.45058 -0.66469 -5.58173 0.00 0.00 0.07 0.100
H -5.66848 0.22331 1.82947 -0.08 -0.04 0.11 0.027
H 3.03482 3.67201 -1.62233 -0.18 0.01 0.01 0.021
H -2.04458 4.66451 2.54367 0.00 -0.01 0.05 0.113
H -1.90888 5.91421 -0.24223 -0.08 -0.02 0.09 0.137
H 5.19952 -2.54939 2.51767 -0.11 -0.19 0.05 0.037
H 5.81142 -0.93849 2.78927 0.07 0.20 0.14 0.027
H 0.15072 -0.45409 -6.30713 0.05 0.00 -0.02 0.104
H 0.13942 -6.39659 -0.15263 0.02 -0.10 -0.06 0.114
H -4.33988 3.27521 -0.55773 0.04 0.05 -0.08 0.132
H 2.49702 -3.01799 1.21537 0.11 -0.08 -0.13 0.026
H 6.23632 1.50421 1.43957 -0.03 -0.06 0.21 0.028
H -3.71518 4.61591 -1.53033 0.04 -0.05 0.08 0.133
H 2.16882 -3.08669 -1.05143 0.04 -0.03 0.15 0.025
H -0.21508 -6.84329 2.25447 0.07 -0.08 0.01 0.116
H 0.39552 5.08541 0.74367 0.01 -0.01 0.13 0.128
H 1.17442 -1.94549 1.64717 0.12 -0.05 0.08 -0.034
H 3.04962 -0.43679 4.58737 0.00 -0.22 0.10 0.033
H -3.80598 2.40421 -2.80163 -0.07 0.05 -0.07 0.124
H -4.66258 -1.34859 3.83827 -0.17 -0.02 0.02 0.035
H 6.73852 2.35491 -0.00553 0.05 0.21 -0.10 0.038
H -0.51258 -2.70559 -2.64503 0.08 -0.08 -0.01 0.061
H 1.02832 -1.78449 -1.40423 0.04 -0.14 -0.08 -0.053
H 3.06382 -0.55829 -4.13603 -0.13 -0.21 -0.12 0.025
H -4.30198 1.17021 1.24257 0.09 0.09 0.01 0.004
```
Positions in Å, forces in eV/Å.



Below is a 2-piece molecular cluster, C3H9NO overall, with properties calculated with ωB97M-V/def2-TZVPD.

Properties
lowest unoccupied orbital energy (alpha / beta)	-6.2929 / -6.3944	eV
spin multiplicity	2
charge	+1
energy above the lowest of the compared OMol25 structures with the same formula, charge and spin	60.5	kcal/mol
energy	-249.29584	hartree
frontier orbital gap (alpha / beta)	7.81 / 8.14	eV

XYZ file:
```
14
Properties=species:S:1:pos:R:3:forces:R:3:nbo_charge:R:1
O -3.23329 -1.39590 0.45827 0.75 -2.71 -0.62 -0.920
N 1.20198 1.74287 1.48572 -0.53 -4.83 -4.15 -0.619
C -0.04478 -0.23457 -1.45302 3.70 1.59 0.69 -0.595
C 0.94745 0.50721 0.84261 2.37 3.74 4.38 0.229
C 1.14336 0.09586 -0.43043 -0.90 0.06 -4.15 -0.149
H 2.11527 -0.06039 -0.95089 -0.50 0.83 0.78 0.284
H 0.17707 0.55202 -2.26688 -0.80 -1.56 0.94 0.276
H -3.12697 -2.40801 0.29439 -0.49 2.61 0.58 0.479
H 1.37585 1.63795 2.43855 0.14 0.22 2.00 0.422
H 0.97672 -0.31889 1.53647 -1.71 -0.27 0.80 0.250
H -2.67024 -1.03580 -0.23840 -0.35 0.04 0.05 0.444
H -1.00819 -0.22115 -1.02945 -0.95 0.21 0.34 0.222
H 0.34957 -1.20791 -1.64134 -0.68 -0.96 -1.37 0.253
H 1.79618 2.34672 0.95441 -0.06 1.04 -0.25 0.425
```
Positions in Å, forces in eV/Å.



Below is C19H31F2HgN7OPS2 as an isolated structure, with properties calculated with ωB97M-V/def2-TZVPD.

Properties
lowest unoccupied orbital energy (alpha / beta)	0.6042 / -0.0944	eV
spin multiplicity	2
energy above the lowest of the compared OMol25 structures with the same formula, charge and spin	0.0	kcal/mol
energy	-2692.08582	hartree
frontier orbital gap (alpha / beta)	6.80 / 7.50	eV

XYZ file:
```
64
Properties=species:S:1:pos:R:3:forces:R:3:nbo_charge:R:1
Hg -0.75258 1.07937 -2.68984 0.03 0.05 -0.03 0.442
S 3.08412 -2.66128 -4.59591 0.00 0.01 0.00 0.356
S -2.69880 -3.91218 -2.17114 0.02 0.01 0.00 0.338
P -0.37079 0.68945 1.19934 -0.06 0.07 -0.04 2.480
F -3.12850 2.51575 -3.89121 -0.02 -0.02 -0.02 -0.381
F -3.69295 1.50231 -2.02916 -0.01 0.02 -0.01 -0.375
O -1.36698 0.43001 0.12617 0.01 -0.04 0.03 -1.173
N 3.00968 0.04914 -4.27745 -0.01 0.00 -0.02 -0.810
N -0.28255 2.30075 1.53160 0.06 -0.02 -0.03 -0.824
N 1.09062 0.07500 0.76178 0.04 0.02 0.04 -0.844
N 1.15925 -1.25039 -3.66450 -0.01 0.00 -0.02 -0.504
N -0.67699 0.05387 2.70061 -0.01 -0.01 0.03 -0.818
N -3.12240 -1.45786 -1.06702 -0.03 -0.05 -0.01 -0.814
N -1.18647 -1.84221 -2.31665 0.07 0.01 0.00 -0.542
C -1.86489 0.54149 3.43584 0.00 0.00 0.00 -0.212
C -0.29374 3.23742 0.38846 -0.01 0.01 0.02 -0.214
C 0.25371 4.53951 0.97264 -0.01 0.00 -0.01 -0.412
C -0.55464 -1.40850 2.86098 0.00 -0.01 0.00 -0.209
C 2.32864 0.32804 1.50617 -0.01 0.00 -0.02 -0.208
C -1.21999 -4.03481 -3.05601 0.02 -0.02 -0.03 -0.448
C 2.34585 -1.14862 -4.16429 0.03 -0.01 -0.02 0.247
C 2.80167 -0.82609 -0.54698 0.02 -0.01 0.01 -0.417
C -0.55762 -2.85377 -3.01045 -0.07 -0.02 0.04 0.103
C -2.97337 1.35646 -3.17973 0.02 0.05 0.03 0.226
C -2.34378 -0.67062 4.23507 0.00 0.00 0.00 -0.412
C 0.38937 2.90324 2.68996 -0.02 0.00 0.00 -0.204
C 3.34278 -0.62771 0.86947 0.00 0.00 0.00 -0.396
C 1.30032 -0.89619 -0.31838 -0.05 -0.01 -0.02 -0.216
C 0.76124 -2.56856 -3.59037 -0.01 0.04 -0.01 0.117
C -1.92802 -1.84662 3.35585 0.00 0.00 0.00 -0.410
C -2.30737 -2.25090 -1.80343 -0.05 -0.02 0.01 0.271
C 1.17778 4.06326 2.09204 0.00 0.00 0.00 -0.410
C 1.66077 -3.47183 -4.05174 0.00 -0.02 0.02 -0.445
H -0.27429 -1.88739 1.92256 0.00 0.00 0.00 0.212
H 0.71616 -0.63861 -1.19700 0.01 -0.01 0.02 0.241
H -3.41151 0.54100 -3.76002 0.01 -0.03 0.03 0.122
H 0.75890 5.14368 0.22073 0.00 0.01 0.00 0.219
H -1.90371 -2.79957 3.88331 0.00 0.00 0.00 0.216
H -3.87831 -1.89259 -0.56853 0.01 0.03 -0.01 0.386
H 2.11908 3.69968 1.67178 0.00 -0.01 0.00 0.198
H 4.35733 -0.23245 0.90157 0.00 0.00 0.00 0.214
H -1.60401 1.38268 4.07915 0.00 0.00 0.00 0.197
H 1.00778 2.17639 3.21522 0.01 0.00 0.00 0.211
H -0.35380 3.28324 3.40003 0.01 0.00 0.01 0.180
H 3.18883 -1.72002 -1.03621 0.01 0.00 0.00 0.218
H 3.03855 0.03544 -1.17645 -0.01 0.00 0.01 0.208
H 1.40708 4.83612 2.82510 0.00 0.00 0.00 0.216
H -1.82102 -0.72048 5.19307 0.00 0.00 0.00 0.200
H -3.41343 -0.63259 4.43639 0.00 0.00 0.00 0.219
H 1.00388 -1.90884 -0.00996 0.01 0.00 0.00 0.167
H -2.63644 0.87712 2.73698 0.00 0.00 0.00 0.201
H 0.21755 -1.64170 3.60156 0.00 0.00 0.00 0.182
H -2.60821 -1.93803 2.50533 0.00 0.00 0.00 0.203
H -1.30062 3.34065 -0.01503 0.00 0.00 -0.01 0.217
H 3.66561 0.13463 -5.03601 0.00 0.00 0.00 0.389
H -0.94030 -4.94625 -3.55602 -0.01 0.00 -0.01 0.237
H 0.34911 2.86681 -0.41774 0.01 0.00 0.00 0.190
H 3.33558 -1.58173 1.40194 0.00 0.00 0.00 0.198
H 2.20079 0.14211 2.57679 0.01 -0.01 0.00 0.194
H 2.39338 0.84345 -4.16943 0.00 0.00 0.01 0.404
H -0.56053 5.13462 1.39201 0.00 0.00 0.00 0.203
H 1.58475 -4.54516 -4.08413 -0.01 0.00 0.00 0.240
H -2.66532 -0.65891 -0.62135 0.00 -0.03 -0.01 0.457
H 2.64374 1.36977 1.38260 -0.01 0.00 0.01 0.182
```
Positions in Å, forces in eV/Å.



- Look up the energy of the third one.
  -2692.08582 hartree



- The lowest energy belongs to which entry?
  C36H71AsGe2N5OPdSSi3